A gas-phase ion, C6H11BNO2 (charge +1), computed with ωB97M-V with the def2-TZVPD basis set.

Total charge ... +1
Calculated total energy ... -465.08030 a.u.
ΔE to the lowest compared entry with this formula, charge and spin ... 150.8 kJ/mol
HOMO energy ... -13.33 eV
E_LUMO ... -4.61 eV
Kohn-Sham gap ... 8.73 eV
Molecular weight ... 139.97 g mol⁻¹

Structure (XYZ):
```
21
Properties=species:S:1:pos:R:3:forces:R:3:nbo_charge:R:1
C 0.8038 -0.3954 1.9196 -4.203 1.038 3.349 -0.612
C 1.3768 -0.7093 0.6727 3.114 1.314 -2.172 -0.140
C 2.1284 0.4959 0.0686 1.354 -1.341 2.859 -0.088
C 1.4576 1.4518 -0.5215 2.317 -0.111 -0.951 -0.272
C 0.1047 1.3877 -0.8180 -3.382 -1.405 0.783 -0.125
C -0.6639 0.2834 -0.4250 3.477 2.069 -1.260 -0.199
B -2.1015 -0.0616 -0.7659 0.254 -2.059 -0.526 1.042
O -2.9886 0.9050 -0.9010 0.280 1.123 0.342 -0.835
O -2.2631 -1.4322 -1.0312 -1.603 1.037 -0.510 -0.898
N 0.2825 -1.0108 -0.1666 -1.633 2.862 -4.197 -0.513
H 1.0202 0.6345 2.2652 -0.195 -0.861 0.279 0.258
H 0.9683 -1.1964 2.6281 0.223 0.379 0.633 0.249
H -0.3374 -0.4859 1.6629 1.807 0.816 1.897 0.205
H 2.0479 -1.5095 0.8402 0.631 -1.216 -0.804 0.245
H 3.1395 0.6688 0.5462 -1.042 -0.330 -1.186 0.250
H 1.9901 2.2872 -0.8844 0.512 1.005 -0.080 0.241
H -0.1686 2.3640 -1.2665 -1.293 -1.094 0.416 0.273
H -3.7742 0.6922 -1.3674 -1.345 -0.137 -0.528 0.507
H -3.1505 -1.5755 -1.4614 1.291 -0.304 0.754 0.512
H 0.5246 -1.1557 -1.1571 0.113 -0.895 0.428 0.450
H -0.3965 -1.6380 0.1626 -0.674 -1.890 0.474 0.452
```
Positions in Å, forces in eV/Å.

---

6 unconnected molecules or ions with the total composition C15H36BO8P2, computed with ωB97M-V with the def2-TZVPD basis set.

Total charge ... -1
Calculated total energy ... -1902.73454 a.u.
HOMO energy ... -3.70 eV
E_LUMO ... 2.08 eV
Kohn-Sham gap ... 5.78 eV
Molecular weight ... 417.20 g mol⁻¹

Structure (XYZ):
```
62
Properties=species:S:1:pos:R:3:forces:R:3:nbo_charge:R:1
B 1.8902 4.2549 -1.8711 -0.320 -0.520 0.312 -0.657
P 3.6770 4.0608 -2.7010 0.237 0.609 0.022 -0.115
P 4.5850 2.3467 -1.7388 -0.188 0.329 -0.213 2.061
O 5.9564 2.5512 -1.2228 0.304 -0.106 0.032 -1.152
O 4.5173 1.0816 -2.7523 0.092 -0.301 -0.226 -1.032
O 3.6115 1.8619 -0.5591 -0.130 -0.013 0.004 -1.003
H 1.2944 3.1875 -1.8629 -0.069 0.117 -0.124 -0.039
H 1.2788 5.1286 -2.4596 0.136 0.041 -0.101 -0.033
H 2.1336 4.5695 -0.7190 0.037 0.143 -0.062 -0.021
H 3.5064 3.4949 -3.9885 -0.072 -0.346 0.136 -0.026
H 5.4006 0.8855 -3.0960 0.133 0.102 0.042 0.511
H 4.1532 1.6730 0.2173 -0.071 -0.111 0.120 0.509
C 0.7580 -1.0248 2.7357 0.251 0.016 0.135 -0.726
C 1.6735 -0.4047 1.7001 -0.062 -0.035 -0.058 0.608
O 2.8233 -0.1356 1.9710 0.007 -0.003 0.030 -0.568
C 1.0826 -0.1657 0.3350 0.320 0.075 -0.019 -0.737
H 1.3136 -1.1664 3.6624 0.004 -0.004 -0.010 0.211
H -0.1073 -0.3887 2.9154 -0.098 -0.044 -0.106 0.258
H 0.3976 -1.9916 2.3780 -0.111 0.045 -0.038 0.213
H 0.2249 0.5011 0.4146 -0.095 -0.072 0.009 0.257
H 0.7427 -1.1182 -0.0797 -0.120 0.021 0.028 0.208
H 1.8270 0.2801 -0.3213 -0.009 0.020 0.033 0.269
C -4.1053 -0.6758 2.2672 0.178 0.056 0.081 -0.728
C -3.2052 -0.0144 1.2499 0.003 0.012 -0.064 0.603
O -2.0542 0.2525 1.5069 -0.050 0.005 0.062 -0.552
C -3.8011 0.3010 -0.0994 0.217 0.066 0.007 -0.727
H -3.5475 -0.8459 3.1838 -0.016 -0.021 0.011 0.257
H -4.9686 -0.0392 2.4704 -0.061 -0.051 -0.082 0.223
H -4.4628 -1.6324 1.8813 -0.094 0.039 -0.034 0.220
H -4.6505 0.9752 0.0098 -0.092 -0.087 -0.017 0.246
H -4.1526 -0.6146 -0.5784 -0.110 0.017 0.028 0.221
H -3.0437 0.7695 -0.7246 0.001 -0.007 0.001 0.239
C -2.0850 -2.4894 7.0852 -0.097 0.086 -0.081 -0.720
C -1.6698 -2.6534 5.6412 0.082 0.030 -0.002 0.600
O -2.2166 -2.0467 4.7520 -0.050 -0.061 0.051 -0.541
C -0.5304 -3.6054 5.3664 -0.054 0.039 -0.133 -0.722
H -2.9060 -1.7797 7.1502 0.002 0.002 -0.006 0.234
H -2.4018 -3.4502 7.4949 0.072 -0.015 0.039 0.224
H -1.2437 -2.1249 7.6767 0.022 -0.071 0.026 0.230
H -0.7885 -4.6081 5.7122 0.043 0.008 0.073 0.223
H 0.3657 -3.2789 5.8964 -0.007 -0.046 0.056 0.232
H -0.3255 -3.6298 4.2994 0.002 0.010 -0.001 0.241
C 5.7556 -2.0667 -3.6260 -0.100 0.204 -0.042 -0.727
C 7.1384 -1.4884 -3.7804 -0.038 -0.014 0.017 0.597
O 7.3142 -0.2979 -3.8872 -0.006 0.014 -0.014 -0.538
C 8.2949 -2.4624 -3.7975 0.075 0.155 -0.019 -0.718
H 5.0325 -1.2546 -3.6298 -0.075 -0.067 0.053 0.257
H 5.5353 -2.7480 -4.4503 0.056 -0.090 0.052 0.219
H 5.6740 -2.6148 -2.6861 0.017 -0.068 -0.032 0.230
H 8.1789 -3.1663 -4.6236 -0.036 -0.060 0.047 0.221
H 8.3190 -3.0279 -2.8646 -0.041 -0.060 -0.027 0.227
H 9.2288 -1.9178 -3.9137 -0.003 0.006 0.003 0.233
C -7.1772 1.2185 -3.5426 0.021 -0.107 0.110 -0.721
C -7.0170 1.9813 -2.2488 0.049 0.039 -0.027 0.601
O -6.7686 1.4188 -1.2087 -0.073 -0.016 -0.002 -0.548
C -7.1727 3.4812 -2.3217 0.025 -0.035 0.147 -0.721
H -7.0392 0.1559 -3.3592 0.003 0.002 0.005 0.234
H -8.1719 1.3896 -3.9576 0.025 0.058 -0.056 0.225
H -6.4388 1.5591 -4.2700 -0.047 0.049 -0.036 0.234
H -8.1675 3.7367 -2.6910 0.025 0.014 -0.080 0.224
H -6.4341 3.9009 -3.0062 -0.046 0.004 -0.059 0.236
H -7.0316 3.9115 -1.3335 0.005 -0.003 0.002 0.237
```
Positions in Å, forces in eV/Å.

---

A gas-phase ion, C6H14N4Si (charge +2), computed with ωB97M-V with the def2-TZVPD basis set.

Total charge ... +2
Calculated total energy ... -744.78841 a.u.
HOMO energy ... -16.01 eV
E_LUMO ... -8.49 eV
Kohn-Sham gap ... 7.52 eV
Molecular weight ... 170.29 g mol⁻¹

Structure (XYZ):
```
25
Properties=species:S:1:pos:R:3:forces:R:3:nbo_charge:R:1
H 2.8783 -1.1851 -3.4482 -1.108 -0.314 -1.874 0.367
N 3.3093 -1.1301 -2.5779 2.004 1.964 -0.605 -0.513
C 2.9189 -1.7532 -1.6272 -2.649 -3.482 3.096 0.151
C 1.6589 -2.8314 -1.4861 1.548 0.964 -3.334 -0.362
N 0.6344 -2.3503 -0.5888 0.037 1.638 0.314 -0.397
C 0.2037 -1.1061 -0.5908 0.817 -0.699 0.277 -0.112
Si -1.3398 -0.6320 0.5073 0.276 1.101 0.845 0.936
C -1.5670 1.4084 0.1859 0.871 -2.717 -1.715 -0.203
N -0.2761 2.0600 0.5007 -3.084 -4.008 2.331 -0.607
C -0.4746 2.5411 1.8473 0.357 -0.404 -0.095 -0.324
C -1.9036 2.5988 2.0790 -2.363 0.544 -0.335 0.301
N -2.5437 1.9493 1.1516 -1.206 1.384 -0.852 -0.464
H 3.3845 -1.7777 -0.6656 0.824 0.619 0.632 0.176
H 1.3078 -2.8986 -2.5724 -0.207 -0.069 1.609 0.255
H 2.0245 -3.8218 -1.2141 -0.088 0.228 0.310 0.265
H 0.3940 -3.0233 0.1682 -0.475 0.691 -0.783 0.455
H 0.7674 -0.3491 -1.2626 -1.065 -1.547 0.795 0.270
H -2.3103 -1.7535 0.2706 0.106 0.726 -0.223 -0.074
H -1.1316 -0.5257 1.9790 0.452 -0.427 -0.264 -0.122
H -1.8685 1.2906 -0.8857 -0.029 1.577 0.882 0.267
H 0.1230 2.6913 -0.0774 0.951 2.408 -2.611 0.410
H -0.0933 3.5282 1.9035 0.816 0.876 0.832 0.279
H -0.1438 1.8553 2.6235 0.904 0.083 0.353 0.259
H -2.3562 3.1999 2.9050 0.042 -0.861 -0.792 0.289
H -3.5959 2.0149 0.8753 2.271 -0.273 1.208 0.497
```
Positions in Å, forces in eV/Å.